Molecular formula: C22H44O9S
Method: DFT, ωB97M-V/def2-TZVPD

Positions of all 76 atoms, in Å:
C 5.517 1.326 -2.758
C 5.176 2.796 -3.015
C 4.130 2.669 -4.137
O 3.517 1.389 -3.981
C 4.172 0.624 -2.994
H 5.904 1.232 -1.741
H 6.275 0.917 -3.425
H 6.092 3.256 -3.387
H 4.778 3.328 -2.156
H 4.596 2.833 -5.110
H 3.300 3.370 -4.017
H 4.340 -0.420 -3.264
H 3.656 0.619 -2.022
C -1.732 -0.543 3.437
C -0.998 0.820 3.462
C -2.082 1.859 3.136
O -3.099 1.140 2.482
C -3.170 -0.143 3.055
H -1.653 -1.045 4.397
H -1.314 -1.180 2.664
H -0.239 0.829 2.679
H -0.522 1.019 4.422
H -1.707 2.610 2.439
H -2.451 2.377 4.028
H -3.581 -0.814 2.301
H -3.817 -0.199 3.939
C -4.854 3.275 -0.451
C -3.323 3.241 -0.319
C -2.869 3.719 -1.726
O -4.056 4.041 -2.464
C -5.073 3.197 -1.949
H -5.167 4.256 -0.084
H -5.451 2.583 0.146
H -2.888 2.269 -0.091
H -3.022 3.941 0.459
H -2.287 2.952 -2.240
H -2.326 4.661 -1.658
H -4.978 2.183 -2.353
H -6.050 3.605 -2.210
C -2.819 -4.249 -0.494
C -1.805 -3.890 -1.590
C -1.639 -5.216 -2.376
O -2.536 -6.152 -1.775
C -2.648 -5.767 -0.416
H -3.827 -4.074 -0.868
H -2.619 -3.723 0.437
H -0.817 -3.605 -1.225
H -2.154 -3.078 -2.227
H -0.638 -5.633 -2.243
H -1.863 -5.076 -3.431
H -1.783 -6.035 0.205
H -3.533 -6.274 -0.032
C -0.212 0.745 -0.238
C -0.120 -0.795 -0.196
C 1.397 -1.076 -0.224
O 1.997 0.070 0.381
C 1.231 1.212 0.088
H -0.952 1.154 0.447
H -0.461 1.058 -1.250
H -0.516 -1.181 -1.135
H -0.649 -1.251 0.635
H 1.727 -1.146 -1.264
H 1.661 -1.956 0.353
H 1.595 1.824 -0.751
H 1.309 1.895 0.943
C 3.803 -0.045 2.769
C 2.566 -0.658 3.458
O 2.419 -1.953 2.862
S 3.876 -2.517 2.622
O 3.811 -3.423 1.552
O 4.471 -2.890 3.850
O 4.506 -1.135 2.158
H 4.468 0.358 3.539
H 3.577 0.767 2.090
H 1.654 -0.086 3.334
H 2.777 -0.787 4.521

Calculated values
Energy relative to the best compared isomer or geometry (same formula, charge and spin) in kcal per mole: 65.3

Molecular formula: C22H45FeN4O2P2
Method: DFT, ωB97M-V/def2-TZVPD

Positions of all 76 atoms, in Å:
Fe -0.035 0.068 -0.775
P 0.226 -2.194 -1.008
P 0.220 2.333 -0.781
N 0.502 0.153 -2.628
C 0.310 -2.271 -2.850
H 0.842 -3.168 -3.197
H -0.728 -2.290 -3.216
C 0.960 -0.994 -3.394
H 2.075 -1.073 -3.364
H 0.736 -0.878 -4.484
C 0.957 1.374 -3.275
H 0.731 1.368 -4.371
H 2.072 1.449 -3.237
C 0.308 2.591 -2.605
H -0.729 2.651 -2.969
H 0.842 3.518 -2.860
C 1.718 3.244 -0.202
C 2.038 2.967 1.265
H 3.009 3.432 1.490
H 2.127 1.896 1.483
H 1.285 3.404 1.935
C -1.319 3.209 -0.267
C -1.384 3.362 1.255
H -2.415 3.625 1.529
H -0.725 4.171 1.608
H -1.132 2.433 1.788
C -1.327 -3.096 -0.583
C -1.409 -3.380 0.919
H -2.440 -3.679 1.150
H -1.187 -2.491 1.526
H -0.741 -4.202 1.221
C 1.720 -3.169 -0.533
C 2.049 -3.052 0.954
H 3.015 -3.551 1.122
H 1.293 -3.549 1.578
H 2.156 -2.013 1.287
C 1.771 0.042 -0.216
O 2.916 0.043 -0.512
C -1.574 4.545 -0.971
H -0.896 5.332 -0.615
H -1.502 4.473 -2.063
H -2.598 4.852 -0.721
C -1.584 -4.360 -1.413
H -2.608 -4.690 -1.195
H -1.512 -4.181 -2.493
H -0.905 -5.177 -1.136
C 1.677 -4.647 -0.938
H 2.684 -5.054 -0.772
H 0.988 -5.216 -0.296
H 1.425 -4.807 -1.994
C 1.679 4.755 -0.450
H 0.993 5.257 0.247
H 2.687 5.140 -0.243
H 1.428 5.024 -1.484
H 2.514 2.794 -0.825
H 2.514 -2.659 -1.111
H -2.106 2.497 -0.593
H -2.099 -2.344 -0.839
H -2.218 -0.187 -2.210
H -2.340 -0.207 -1.464
C 0.859 -0.549 4.648
N -0.226 -0.379 3.683
C -1.526 -0.497 4.086
C -2.528 -0.371 3.170
C -2.156 -0.042 1.846
N -0.880 -0.012 1.414
C 0.108 -0.145 2.361
O 1.326 -0.066 2.030
N -3.102 0.263 0.906
H 1.806 -0.462 4.097
H 0.780 -1.535 5.121
H 0.792 0.231 5.414
H -1.681 -0.721 5.140
H -3.576 -0.414 3.462
H -4.086 0.264 1.175
H -2.866 1.005 0.244

Calculated values
E in eV: -86558.6376
Total charge: +1
Spin multiplicity: 5

Molecular formula: C22H45N2
Method: DFT, ωB97M-V/def2-TZVPD

Positions of all 69 atoms, in Å:
C -4.816 -0.011 -2.412
H -5.642 -0.024 -1.934
C -3.839 1.267 -2.124
C -3.716 1.340 -0.618
H -3.284 2.177 -0.634
H -4.803 1.345 -0.057
C -3.017 0.208 0.357
C -1.767 -0.183 -0.748
C -0.739 0.882 -1.008
C -0.074 1.428 0.358
C -1.334 2.244 1.205
C -2.470 1.106 1.356
H -1.942 0.056 2.003
H -3.161 1.586 2.028
H -0.917 2.422 2.010
H -1.770 2.853 0.762
C 0.956 2.414 0.084
H 0.461 3.519 0.210
C 2.161 2.452 0.949
N 2.094 0.923 1.213
C 2.960 0.356 2.068
C 3.321 -0.971 1.992
H 2.565 -1.611 1.864
C 4.145 -1.076 0.687
N 3.389 -0.482 -0.859
C 2.573 -1.671 -1.144
C 3.158 -3.015 -1.916
H 3.662 -2.306 -2.852
H 2.303 -3.583 -2.088
H 3.923 -3.392 -1.244
H 1.963 -2.011 -0.335
H 1.729 -1.223 -1.907
C 4.242 -0.020 -1.665
C 4.602 1.246 -1.401
H 5.121 1.386 -0.429
H 5.334 1.926 -2.124
H 3.786 2.039 -1.534
H 3.613 -0.038 -2.334
H 5.086 -0.624 -1.850
H 2.454 0.539 0.278
H 4.645 -2.225 0.506
H 4.949 -0.413 0.832
H 3.993 -1.468 2.663
H 2.447 0.270 3.152
H 3.783 1.065 2.133
C 0.865 0.393 1.183
H 0.489 0.384 2.287
H 0.723 -0.707 0.871
H 3.036 2.856 0.587
H 1.678 2.810 2.049
H 1.302 2.508 -1.042
H 0.145 0.456 -1.554
H -0.935 1.721 -1.606
H -1.218 -1.104 0.031
H -1.986 -0.689 -1.449
C -3.825 -0.713 0.844
C -3.251 -2.121 1.172
C -4.381 -2.973 1.870
H -4.979 -3.172 1.064
H -4.702 -2.492 2.902
H -3.788 -3.954 2.138
H -2.625 -2.617 0.568
H -2.483 -1.787 1.975
H -4.709 -0.424 1.477
H -4.440 -1.239 -0.180
H -4.455 2.009 -2.415
H -3.037 1.014 -2.567
H -4.299 -0.836 -2.217
H -5.253 -0.020 -3.481

Calculated values
Energy relative to the best compared isomer or geometry (same formula, charge and spin) in kcal per mole: 533.7
Total charge: +1